No. 1
Computed, not measured: 2 unconnected molecules or ions with the total composition C4H9NO, with ωB97M-V/def2-TZVPD.

Last columns: bonded neighbours and bond lengths (Å).
CARTESIAN COORDINATES (ANGSTROEM)
1 C -0.309 0.668 2.072  C2 1.523, H7 1.095, H8 1.094, H9 1.095
2 C 0.740 0.080 1.138  C1 1.523, N3 1.463, H10 1.099, H11 1.096
3 N 0.100 -0.428 -0.076  C2 1.463, C4 1.247
4 C 0.420 0.112 -1.153  N3 1.247, O5 1.349, C6 1.433
5 O 1.224 1.077 -1.647  C4 1.349, C6 1.483
6 C 0.366 0.297 -2.573  C4 1.433, O5 1.483, H13 1.088, H14 1.088
7 H 0.143 0.955 3.028  C1 1.095
8 H -1.100 -0.063 2.264  C1 1.094
9 H -0.768 1.558 1.629  C1 1.095
10 H 1.513 0.827 0.913  C2 1.099
11 H 1.232 -0.769 1.624  C2 1.096
12 H -1.756 -2.159 -0.395  H15 0.746
13 H 0.918 -0.365 -3.236  C6 1.088
14 H -0.441 0.871 -3.023  C6 1.088
15 H -2.282 -2.660 -0.565  H12 0.746

LUMO in eV: 1.02
Total energy in eV: -7828.7445
HOMO energy in eV: -10.01
HOMO-LUMO gap in eV: 11.030

Atom charges from the Löwdin analysis, given in e for atoms 1 to 6: -0.10, -0.28, 0.08, -0.40, 0.05, 0.00



No. 2
Computed, not measured: 2 unconnected molecules or ions with the total composition C4H9NO in a non-equilibrium geometry, with ωB97M-V/def2-TZVPD.

Last columns: bonded neighbours and bond lengths (Å).
CARTESIAN COORDINATES (ANGSTROEM)
1 C 1.996 -0.934 3.709  C2 1.335, H4 1.148, H5 1.083
2 C 1.934 -0.248 4.853  C1 1.335, N3 1.422, H6 1.110
3 N 2.104 1.160 4.957  C2 1.422, H7 1.017, H8 0.996
4 H 2.687 -0.649 2.838  C1 1.148
5 H 1.409 -1.844 3.735  C1 1.083
6 H 1.473 -0.676 5.768  C2 1.110
7 H 2.376 1.525 4.047  N3 1.017
8 H 1.730 1.548 5.795  N3 0.996
9 C -3.065 -0.222 -4.050  C10 1.337, H12 1.069, H13 1.085
10 C -2.017 0.465 -4.515  C9 1.337, O11 1.399, H14 1.103
11 O -0.956 -0.363 -4.897  C10 1.399, H15 0.967
12 H -3.880 0.301 -3.597  C9 1.069
13 H -3.240 -1.276 -4.235  C9 1.085
14 H -1.990 1.557 -4.361  C10 1.103
15 H -0.657 -0.003 -5.743  O11 0.967

LUMO in eV: 1.00
Total energy in eV: -7828.7730
HOMO energy in eV: -7.97
HOMO-LUMO gap in eV: 8.964

Atom charges from the Löwdin analysis, given in e for atoms 1 to 6: -0.07, -0.31, 0.02, 0.07, 0.03, 0.10



No. 3
Computed, not measured: a single C4H9NO molecule, with ωB97M-V/def2-TZVPD.

Last columns: bonded neighbours and bond lengths (Å).
CARTESIAN COORDINATES (ANGSTROEM)
1 C -2.196 0.591 0.024  C2 1.524, H7 1.095, H8 1.097, H9 1.094
2 C -1.173 -0.470 -0.363  C1 1.524, N3 1.449, H10 1.092, H11 1.100
3 N 0.152 0.099 -0.507  C2 1.449, C4 1.359, H12 1.006
4 C 1.289 -0.270 0.139  N3 1.359, O5 1.360, C6 1.352
5 O 1.191 -1.414 0.867  C4 1.360, H15 0.971
6 C 2.479 0.374 0.138  C4 1.352, H13 1.077, H14 1.084
7 H -3.202 0.164 0.089  C1 1.095
8 H -2.218 1.395 -0.722  C1 1.097
9 H -1.938 1.034 0.991  C1 1.094
10 H -1.116 -1.259 0.390  C2 1.092
11 H -1.470 -0.950 -1.306  C2 1.100
12 H 0.286 0.785 -1.230  N3 1.006
13 H 2.582 1.409 -0.137  C6 1.077
14 H 3.380 -0.227 0.178  C6 1.084
15 H 1.954 -1.261 1.448  O5 0.971

LUMO in eV: 0.93
Total energy in eV: -7830.6237
HOMO energy in eV: -7.66
HOMO-LUMO gap in eV: 8.592

Atom charges from the Löwdin analysis, given in e for atoms 1 to 6: -0.10, -0.25, 0.03, -0.50, 0.04, 0.00



No. 4
Computed, not measured: a single C4H9NO molecule, with ωB97M-V/def2-TZVPD.

Last columns: bonded neighbours and bond lengths (Å).
CARTESIAN COORDINATES (ANGSTROEM)
1 C 0.149 -1.747 0.080  C2 1.544, H7 1.096, H8 1.096, H9 1.096
2 C -0.386 -0.531 -0.708  C1 1.544, C3 1.513, H10 1.093, H11 1.094
3 C -0.033 0.776 -0.032  C2 1.513, N4 1.278, C6 1.508
4 N 1.117 1.322 -0.133  C3 1.278, O5 1.416
5 O 1.915 0.614 -1.064  N4 1.416, H12 0.963
6 C -1.024 1.492 0.850  C3 1.508, H13 1.093, H14 1.097, H15 1.095
7 H 1.244 -1.786 0.108  C1 1.096
8 H -0.201 -1.738 1.119  C1 1.096
9 H -0.192 -2.685 -0.372  C1 1.096
10 H 0.038 -0.525 -1.715  C2 1.093
11 H -1.474 -0.603 -0.805  C2 1.094
12 H 2.683 0.353 -0.545  O5 0.963
13 H -0.491 2.106 1.580  C6 1.093
14 H -1.666 2.161 0.263  C6 1.097
15 H -1.679 0.791 1.376  C6 1.095

LUMO in eV: 1.02
Total energy in eV: -7829.8974
HOMO energy in eV: -9.50
HOMO-LUMO gap in eV: 10.518

Atom charges from the Löwdin analysis, given in e for atoms 1 to 6: -0.09, -0.20, -0.36, 0.04, -0.10, -0.04



No. 5
Computed, not measured: a single C4H9NO molecule in a non-equilibrium geometry, with ωB97M-V/def2-TZVPD.

Last columns: bonded neighbours and bond lengths (Å).
CARTESIAN COORDINATES (ANGSTROEM)
1 C 0.294 0.602 -0.279  C2 1.545, C4 1.552, H7 1.113, N14 1.449
2 C -1.243 0.496 -0.159  C1 1.545, C3 1.552, H8 1.088, H9 1.096
3 C -1.043 -0.515 1.002  C2 1.552, C4 1.533, H10 1.090, H11 1.095
4 C 0.350 -0.782 0.421  C1 1.552, C3 1.533, H12 1.095, O15 1.387
5 H 1.885 0.656 -1.569  N14 1.032
6 H 0.596 1.566 -2.027  N14 1.019
7 H 0.661 1.376 0.433  C1 1.113
8 H -1.645 0.056 -1.068  C2 1.088
9 H -1.764 1.439 0.046  C2 1.096
10 H -0.956 -0.016 1.966  C3 1.090
11 H -1.704 -1.386 1.069  C3 1.095
12 H 0.297 -1.539 -0.369  C4 1.095
13 H 2.051 -1.556 0.826  O15 0.974
14 N 0.855 0.673 -1.612  C1 1.449, H5 1.032, H6 1.019
15 O 1.366 -1.070 1.321  C4 1.387, H13 0.974

LUMO in eV: 0.93
Total energy in eV: -7830.6574
HOMO energy in eV: -9.29
HOMO-LUMO gap in eV: 10.228

Atom charges from the Löwdin analysis, given in e for atoms 1 to 6: -0.37, -0.13, -0.11, -0.39, 0.08, 0.07



No. 6
Computed, not measured: 2 unconnected molecules or ions with the total composition C4H9NO in a non-equilibrium geometry, with ωB97M-V/def2-TZVPD.

Last columns: bonded neighbours and bond lengths (Å).
CARTESIAN COORDINATES (ANGSTROEM)
1 C 0.350 0.966 -1.612  C2 1.412, H8 1.082, H9 1.082
2 C 0.277 -0.090 -0.677  C1 1.412, N3 1.414, O6 1.254
3 N 0.070 0.151 0.701  C2 1.414, C4 1.473, C5 1.400
4 C 0.195 -1.076 1.506  N3 1.473, H10 1.088, H11 1.083, H12 1.095
5 C -0.934 1.109 0.884  N3 1.400, H13 1.092, H14 1.087, H15 1.212
6 O 0.527 -1.258 -1.058  C2 1.254
7 H -2.295 0.888 -0.771  no bonds
8 H 0.503 2.027 -1.469  C1 1.082
9 H 0.565 0.527 -2.578  C1 1.082
10 H -0.055 -0.877 2.546  C4 1.088
11 H 1.152 -1.544 1.309  C4 1.083
12 H -0.563 -1.752 1.098  C4 1.095
13 H -1.403 0.991 1.863  C5 1.092
14 H -0.515 2.105 0.773  C5 1.087
15 H -1.729 0.872 0.001  C5 1.212

LUMO in eV: -1.79
Total energy in eV: -7825.7369
HOMO energy in eV: -7.66
HOMO-LUMO gap in eV: 5.865

Atom charges from the Löwdin analysis, given in e for atoms 1 to 6: 0.11, -0.61, -0.13, -0.02, -0.10, -0.04



Q: What is the formula in the first record?
A: C4H9NO



Copy entry 6 word for word.
Computed, not measured: 2 unconnected molecules or ions with the total composition C4H9NO in a non-equilibrium geometry, with ωB97M-V/def2-TZVPD.

Last columns: bonded neighbours and bond lengths (Å).
CARTESIAN COORDINATES (ANGSTROEM)
1 C 0.350 0.966 -1.612  C2 1.412, H8 1.082, H9 1.082
2 C 0.277 -0.090 -0.677  C1 1.412, N3 1.414, O6 1.254
3 N 0.070 0.151 0.701  C2 1.414, C4 1.473, C5 1.400
4 C 0.195 -1.076 1.506  N3 1.473, H10 1.088, H11 1.083, H12 1.095
5 C -0.934 1.109 0.884  N3 1.400, H13 1.092, H14 1.087, H15 1.212
6 O 0.527 -1.258 -1.058  C2 1.254
7 H -2.295 0.888 -0.771  no bonds
8 H 0.503 2.027 -1.469  C1 1.082
9 H 0.565 0.527 -2.578  C1 1.082
10 H -0.055 -0.877 2.546  C4 1.088
11 H 1.152 -1.544 1.309  C4 1.083
12 H -0.563 -1.752 1.098  C4 1.095
13 H -1.403 0.991 1.863  C5 1.092
14 H -0.515 2.105 0.773  C5 1.087
15 H -1.729 0.872 0.001  C5 1.212

LUMO in eV: -1.79
Total energy in eV: -7825.7369
HOMO energy in eV: -7.66
HOMO-LUMO gap in eV: 5.865

Atom charges from the Löwdin analysis, given in e for atoms 1 to 6: 0.11, -0.61, -0.13, -0.02, -0.10, -0.04



Q: Which formula does entry 4 have?
A: C4H9NO